{
  "formula": "C23H27F19NO9Pb2S",
  "method": "wB97M-V/def2-TZVPD",
  "charge": 4,
  "e_homo_ev": [-19.28, -19.28],
  "multiplicity": 2,
  "homo_lumo_gap_ev": [5.79, 3.79],
  "elements": ["Pb", "Pb", "C", "F", "F", "F", "S", "O", "O", "O", "C", "C", "C", "F", "F", "F", "F", "O", "C", "C", "F", "F", "F", "F", "H", "H", "H", "H", "C", "C", "C", "F", "F", "F", "F", "O", "C", "C", "F", "F", "F", "F", "H", "H", "H", "H", "O", "C", "O", "C", "C", "C", "H", "H", "H", "H", "H", "H", "O", "C", "O", "C", "C", "C", "H", "H", "H", "H", "H", "H", "C", "C", "C", "C", "N", "H", "H", "H", "H", "H", "H", "H"],
  "coordinates": [[0.6130, -5.9714, -1.0573], [-3.0488, -2.9376, -4.4901], [0.8066, -1.1714, -2.2773], [0.1458, -0.0824, -2.6797], [1.3830, -1.7315, -3.2466], [1.7376, -0.8036, -1.3714], [-0.5489, -2.2704, -1.4163], [0.0990, -3.5503, -1.0200], [-0.9962, -1.4466, -0.2736], [-1.5746, -2.4417, -2.4878], [-0.9529, -1.4669, 3.2607], [0.5454, -1.2490, 3.3591], [1.2575, -0.1556, 2.5489], [0.8512, 1.0480, 2.9459], [2.5862, -0.1370, 2.8162], [0.9351, -1.0778, 4.6625], [1.1182, -2.4111, 3.0868], [-1.7253, -0.3158, 3.7680], [-2.8757, -0.5354, 4.5893], [-3.4297, 0.9752, 4.6190], [-3.4655, 1.6296, 3.4230], [-4.5445, 1.1708, 5.3491], [-3.6423, -1.4697, 3.9324], [-2.4550, -0.9735, 5.7923], [-1.0631, -2.3389, 3.9054], [-1.3012, -1.8347, 2.2956], [0.9667, -0.3650, 1.5195], [-2.7384, 1.5391, 5.2452], [1.8247, 4.0294, 0.6991], [1.1706, 5.0990, 1.5762], [1.3716, 4.9172, 3.0860], [2.6295, 4.7354, 3.5408], [0.9719, 5.9865, 3.8267], [1.7022, 6.2629, 1.1197], [-0.1043, 5.2058, 1.3338], [1.5083, 4.2125, -0.7094], [0.5732, 3.3013, -1.3843], [0.0326, 3.7448, -2.8107], [-0.6393, 4.9068, -2.6845], [0.8711, 3.8301, -3.8462], [1.2687, 2.1969, -1.5037], [-0.4007, 3.1132, -0.4474], [1.4331, 3.1025, 1.1184], [2.9134, 4.0756, 0.7230], [0.9098, 4.0029, 3.4588], [-0.7644, 3.0441, -3.0595], [-1.2288, -1.4294, -5.3435], [-0.4746, -0.7815, -5.9876], [-0.3424, 0.3979, -5.5663], [0.7885, 0.9315, -6.1720], [0.9861, 0.1976, -7.4960], [0.5506, -1.1946, -7.1146], [1.6518, 0.7982, -5.5200], [0.6528, 1.9772, -6.4480], [2.0385, 0.2158, -7.7791], [0.3701, 0.7220, -8.2266], [1.3654, -1.7725, -6.6785], [-0.1365, -1.6112, -7.8511], [2.2394, -4.7175, 0.6305], [2.8133, -4.6026, 1.6925], [3.5498, -3.5562, 1.9170], [4.0679, -3.4677, 3.1819], [3.5760, -4.6491, 3.9678], [2.5297, -5.3156, 2.9676], [3.6862, -2.5570, 3.6434], [5.1549, -3.4912, 3.1037], [3.2360, -4.3658, 4.9639], [4.4064, -5.3475, 4.0723], [1.4825, -5.2881, 3.2686], [2.5785, -6.4034, 2.9191], [-3.5059, 2.2495, -0.5296], [-2.7988, 0.9608, -0.0856], [-3.6928, -0.1710, -0.4042], [-3.9044, -0.6558, -1.7910], [-4.0720, -1.0716, -2.8398], [-3.4622, 2.2309, -1.6185], [-2.9338, 3.1245, -0.2209], [-4.5202, 2.2740, -0.1312], [-2.5902, 1.1195, 0.9724], [-1.8520, 0.7729, -0.5920], [-4.7001, 0.0476, -0.0498], [-3.4647, -0.9627, 0.3095]],
  "forces_ev_per_a": [[1.161, 2.042, 1.561], [0.683, 2.193, 0.828], [-1.154, 1.239, 3.147], [0.065, -0.280, 0.037], [0.963, -1.541, -2.295], [-0.871, -0.361, -0.317], [-1.016, 2.328, 0.968], [0.030, -0.922, -0.524], [1.097, -2.042, -2.338], [0.976, -0.665, 0.488], [-1.328, 0.447, 1.558], [0.597, 1.329, 2.216], [-0.156, -0.716, 0.593], [-1.031, 1.072, -0.131], [-0.240, -0.842, -0.741], [-0.845, 0.737, -0.005], [0.610, -1.927, -1.739], [0.597, -1.168, -0.482], [1.579, 0.713, -2.387], [1.051, 0.784, 2.461], [-0.632, -1.214, 0.117], [-0.841, -0.940, -1.127], [0.227, 0.749, 1.314], [-1.229, 0.203, -0.957], [-0.279, 0.074, 0.390], [0.183, 0.666, -0.328], [0.724, 0.445, -0.561], [0.945, -0.382, -0.388], [0.151, -2.517, -2.862], [0.310, 4.842, -1.044], [1.148, -0.257, 4.520], [0.779, -0.129, -1.749], [-0.735, -0.599, -1.940], [0.225, -0.560, 0.778], [-1.191, -0.831, 0.125], [0.299, 0.233, 1.571], [0.225, 0.581, 1.354], [-2.090, 0.703, 0.118], [0.700, 0.234, 0.437], [0.615, -0.239, 1.149], [0.165, -0.773, -0.204], [0.400, 0.102, -1.641], [-0.119, -0.357, -0.357], [0.086, 0.607, 0.371], [-1.115, -0.041, -0.535], [0.284, -0.775, 0.110], [-4.381, -4.783, 1.921], [2.858, -0.881, -1.356], [0.024, 2.511, 0.277], [2.348, 2.214, -1.721], [0.781, 0.323, 0.454], [-2.734, 1.327, 0.703], [-0.072, 0.146, 0.210], [-0.106, 0.097, 0.789], [-0.184, 0.226, -0.248], [0.049, -0.548, -0.292], [-0.360, -0.450, -0.287], [0.853, -0.906, -0.242], [-1.539, -1.329, -3.465], [-0.705, 1.032, 2.853], [-0.572, -0.305, -3.453], [1.048, 0.662, 2.577], [-0.461, -1.689, -0.544], [0.737, -0.661, 1.631], [0.393, 0.234, -0.296], [-0.092, 0.468, 0.067], [-0.318, -0.248, -0.260], [-0.173, -0.101, 0.269], [-0.202, 1.070, -0.158], [0.872, -0.103, -0.308], [1.280, -0.174, -0.501], [0.376, 1.996, -0.628], [-1.766, -1.563, 1.073], [0.868, 0.711, 2.068], [0.214, -1.139, -1.700], [-0.682, 0.358, -0.192], [-0.300, 0.076, 0.125], [0.094, 0.229, -0.203], [-0.163, -0.966, 0.178], [0.137, 0.446, 0.051], [-0.366, 0.333, -0.186], [0.240, -0.852, -0.767]],
  "lowdin_charge": [1.84, 1.74, -0.67, 0.14, 0.24, 0.15, 0.62, -0.55, -0.27, -0.54, -0.02, -0.46, -0.31, 0.11, 0.11, 0.13, 0.13, -0.03, -0.43, -0.26, 0.08, 0.11, 0.12, 0.17, 0.15, 0.12, 0.15, 0.17, 0.07, -0.42, -0.25, 0.13, 0.16, 0.20, 0.23, 0.21, -0.40, -0.27, 0.13, 0.15, 0.20, 0.15, 0.15, 0.20, 0.18, 0.17, -0.11, -0.52, 0.10, -0.15, -0.12, -0.01, 0.14, 0.15, 0.14, 0.14, 0.14, 0.14, -0.09, -0.48, 0.10, -0.17, -0.07, -0.04, 0.13, 0.15, 0.13, 0.13, 0.13, 0.13, -0.07, -0.27, -0.18, -0.12, 0.09, 0.08, 0.07, 0.10, 0.11, 0.08, 0.14, 0.12]
}